[1]
Molecular formula: C7H12
Method: DFT, ωB97M-V/def2-TZVPD

- structure (SMILES) = C=C/C=C\C.C=C
- relative energy (zero: lowest compared OMol25 entry of this formula, charge and spin) (kcal per mole) = 46.5
- frontier orbital gap (eV) = 9.86

The geometry in ORCA input format:
```
! wB97M-V def2-TZVPD RIJCOSX def2/J DEFGRID3
* xyz 0 1
C 1.0236 -1.6037 0.3555
C 0.4650 -1.7751 -0.8470
C -0.6175 -0.9930 -1.4649
C -1.5943 -0.2938 -0.8707
C -1.8380 -0.1248 0.6000
H 0.7263 -0.8084 1.0316
H 1.8305 -2.2529 0.6861
H 0.8626 -2.5708 -1.4780
H -0.6242 -1.0184 -2.5544
H -2.3011 0.2100 -1.5297
H -2.8816 0.1424 0.7943
H -1.6012 -1.0384 1.1573
H -1.2102 0.6800 1.0051
C 1.1322 1.8910 -0.4817
C 1.4665 1.9268 0.8036
H 1.4050 1.0511 -1.1154
H 0.5652 2.6924 -0.9496
H 2.0358 1.1210 1.2618
H 1.1892 2.7556 1.4502
*
```


[2]
Molecular formula: C7H12
Method: DFT, ωB97M-V/def2-TZVPD

- structure (SMILES) = CC1CC2(CC2)C1
- relative energy (zero: lowest compared OMol25 entry of this formula, charge and spin) (kcal per mole) = 28.9
- frontier orbital gap (eV) = 10.95

The geometry in ORCA input format:
```
! wB97M-V def2-TZVPD RIJCOSX def2/J DEFGRID3
* xyz 0 1
C -2.3852 0.4667 0.1320
C -1.2702 -0.5586 0.0104
C -0.2365 -0.2679 -1.1124
C 0.8382 -0.0894 -0.0399
C 2.2757 -0.4890 -0.1287
C 1.8991 0.9644 -0.0059
C -0.1464 -0.4361 1.0771
H -3.0426 0.4448 -0.7446
H -1.9700 1.4792 0.2098
H -2.9996 0.2866 1.0215
H -1.6944 -1.5667 -0.0487
H -0.0581 -1.1016 -1.7995
H -0.4580 0.6299 -1.7028
H 2.6498 -0.8420 -1.0870
H 2.7242 -0.9744 0.7353
H 2.0134 1.5982 -0.8827
H 2.0908 1.4660 0.9404
H -0.3115 0.3562 1.8176
H 0.0814 -1.3664 1.6082
*
```


[3]
Molecular formula: C7H12
Method: DFT, ωB97M-V/def2-TZVPD

- structure (SMILES) = CC1CC2(CC2)C1
- relative energy (zero: lowest compared OMol25 entry of this formula, charge and spin) (kcal per mole) = 30.7
- frontier orbital gap (eV) = 10.90

The geometry in ORCA input format:
```
! wB97M-V def2-TZVPD RIJCOSX def2/J DEFGRID3
* xyz 0 1
C 1.5329 -2.0437 -0.3382
C 0.6848 -0.9858 0.3504
C 0.8548 0.4320 -0.2480
C -0.6245 0.6466 -0.0041
C -1.1291 1.6833 0.9477
C -1.5203 1.7159 -0.5112
C -0.8525 -0.8586 0.1069
H 2.5989 -1.7730 -0.3089
H 1.2538 -2.0979 -1.3975
H 1.4345 -3.0411 0.0990
H 0.7715 -1.0169 1.4390
H 1.5642 1.1490 0.1820
H 1.0645 0.3354 -1.3219
H -0.4109 2.4252 1.2939
H -1.8798 1.4075 1.6841
H -1.0874 2.4794 -1.1521
H -2.5357 1.4250 -0.7655
H -1.1703 -1.3320 -0.8292
H -1.5289 -1.1733 0.9118
*
```


[4]
Molecular formula: C7H12
Method: DFT, ωB97M-V/def2-TZVPD

- structure (SMILES) = C=C(/C=C/C)CC
- relative energy (zero: lowest compared OMol25 entry of this formula, charge and spin) (kcal per mole) = 54.4
- frontier orbital gap (eV) = 9.27

The geometry in ORCA input format:
```
! wB97M-V def2-TZVPD RIJCOSX def2/J DEFGRID3
* xyz 0 1
C -2.1172 0.0481 -0.9999
C -0.8216 -0.1348 -0.5490
C 0.0789 1.0974 -0.3387
C 1.2455 1.1687 0.3505
C 1.9658 2.4016 0.7392
C -0.0155 -1.3978 -0.3585
C -0.8062 -2.4253 0.5261
H -2.6446 -0.8890 -1.2735
H -2.6096 1.0192 -0.8490
H -0.1854 1.8851 -1.0411
H 1.7037 0.2948 0.6766
H 1.2698 3.1548 1.1200
H 2.8816 2.1836 1.2865
H 2.3054 2.9144 -0.1848
H 1.0505 -1.4399 -0.0990
H 0.0650 -1.8468 -1.3422
H -1.2584 -1.8638 1.3541
H -0.3009 -3.3382 0.8392
H -1.8070 -2.8321 0.1436
*
```


[5]
Molecular formula: C7H12BBr15FO3PS
Method: DFT, ωB97M-V/def2-TZVPD

- frontier orbital gap (eV) = 9.47

The geometry in ORCA input format:
```
! wB97M-V def2-TZVPD RIJCOSX def2/J DEFGRID3
* xyz 0 1
C 3.1759 3.0619 1.0778
C 1.7640 2.7359 0.5676
B 0.8572 3.9860 0.3880
O 1.0532 5.1468 1.0625
P -0.7178 4.0071 -0.8396
S -1.8579 2.8458 0.5315
O -1.3023 3.1066 1.8121
O -3.2424 3.0056 0.3186
F -1.5651 1.3385 0.2173
H 3.7200 2.1474 1.2937
H 3.1238 3.6600 1.9854
H 3.7290 3.6257 0.3287
H 1.2471 2.1026 1.3005
H 1.8159 2.1513 -0.3529
H 0.7117 5.1046 1.9681
H -0.4193 3.0345 -1.8096
C -0.5077 -2.3504 -0.9788
Br -0.7878 -2.3489 -2.8828
Br 0.0444 -4.0683 -0.3339
Br 0.7271 -0.9763 -0.4494
H -1.4558 -2.1189 -0.5152
C -1.2071 -4.6022 3.7636
Br -0.8000 -2.8144 3.1909
Br 0.3710 -5.6985 3.8013
Br -2.1221 -4.6142 5.4523
H -1.8753 -5.0296 3.0310
C -0.4780 -6.1331 -4.2277
Br 0.9911 -7.2899 -3.7861
Br -1.1146 -6.4425 -6.0143
Br -1.8929 -6.2706 -2.9377
H -0.1100 -5.1180 -4.1865
C -6.4927 3.7402 0.6286
Br -8.0472 3.1581 -0.3435
Br -6.2523 5.6425 0.4927
Br -6.5561 3.1697 2.4620
H -5.6297 3.2737 0.1767
C 6.2256 -0.7358 -1.0245
Br 6.8693 0.3287 -2.4898
Br 4.3108 -0.9083 -1.0707
Br 7.0841 -2.4525 -0.9636
H 6.4808 -0.2150 -0.1138
*
```


[6]
Molecular formula: C7H12BrClF2N2
Method: DFT, ωB97M-V/def2-TZVPD

- relative energy (zero: lowest compared OMol25 entry of this formula, charge and spin) (kcal per mole) = 89.0
- frontier orbital gap (spin up / spin down) (eV) = 5.81 / 6.08

The geometry in ORCA input format:
```
! wB97M-V def2-TZVPD RIJCOSX def2/J DEFGRID3
* xyz 0 1
C -0.4781 -0.8284 -0.9203
C 2.4434 0.0999 -0.4710
C 0.9414 2.1612 0.1188
C 1.4414 0.3329 1.7201
C -2.9221 -1.5918 0.1227
C -2.9491 -2.3092 -0.9453
C 1.2534 0.7215 0.2286
N -0.6867 0.4232 -1.5206
N -0.0690 0.0858 -0.1001
F -3.2474 -1.7212 -2.1720
F -2.4222 -3.4796 -1.0800
Cl -2.4784 -2.2208 1.7114
Br -1.9575 1.3897 1.7549
H -0.8155 -1.8278 -1.0821
H 3.2621 0.4847 0.0700
H 2.2581 -1.0300 -0.3498
H 2.6019 0.2506 -1.4908
H 0.8886 2.5388 -0.9168
H 1.6791 2.8773 0.5228
H -0.0020 2.5813 0.5845
H 2.4903 0.5204 1.9551
H 0.8150 0.9860 2.3875
H 1.1347 -0.7037 1.8067
H -3.2083 -0.5694 0.2177
H 0.0267 0.8288 -2.1521
*
```


[7]
Molecular formula: C7H12BrN3O3S
Method: DFT, ωB97M-V/def2-TZVPD

- structure (SMILES) = CCc1nn(S(=O)(=O)ON(C)C)cc1Br
- frontier orbital gap (eV) = 10.07

The geometry in ORCA input format:
```
! wB97M-V def2-TZVPD RIJCOSX def2/J DEFGRID3
* xyz 0 1
C -3.6037 -0.2550 1.7437
C -2.3048 0.6027 2.0983
C -1.7632 1.1413 0.8957
N -1.0694 0.3191 0.1753
N -0.6640 0.8985 -0.9440
S 0.9607 0.7050 -1.5114
O 1.6591 1.6265 -0.6785
O 0.9280 0.9331 -2.9347
O 1.1871 -0.8265 -1.0821
N 2.6298 -1.1356 -1.0995
C 2.8703 -2.4330 -1.7180
C 3.0910 -1.1911 0.2852
C -1.1072 2.1975 -0.9389
C -1.9282 2.3346 0.1771
Br -3.0265 3.8441 0.5412
H -4.4340 0.3252 1.4840
H -3.9035 -0.8952 2.5428
H -3.3537 -0.8597 0.9094
H -1.5186 0.1142 2.6293
H -2.5717 1.4303 2.6949
H 2.5364 -2.4967 -2.8224
H 4.0269 -2.4202 -1.6830
H 2.3574 -3.3894 -1.1961
H 3.2985 -0.2371 0.8035
H 2.5391 -1.7621 1.0719
H 4.1434 -1.5427 0.3092
H -0.9791 2.9723 -1.7529
*
```


[8]
Molecular formula: C7H12Cl16
Method: DFT, ωB97M-V/def2-TZVPD

- relative energy (zero: lowest compared OMol25 entry of this formula, charge and spin) (kcal per mole) = 22.7
- frontier orbital gap (eV) = 10.88

The geometry in ORCA input format:
```
! wB97M-V def2-TZVPD RIJCOSX def2/J DEFGRID3
* xyz 0 1
C -1.7525 0.7824 -2.7144
Cl -2.2159 2.3726 -3.3817
Cl -0.7927 -0.3306 -3.6572
Cl -3.2853 -0.0611 -2.2250
H -1.0842 1.0339 -1.8909
C 5.5026 -1.2254 1.6659
Cl 5.9795 -2.6804 2.6277
Cl 6.7672 0.0265 2.1487
Cl 3.8511 -0.7358 2.0627
H 5.6323 -1.5702 0.6400
C -2.5138 -3.6450 -0.3981
Cl -2.2025 -4.1012 -2.1470
Cl -4.1525 -4.1825 0.0305
H -1.7114 -4.1008 0.1819
H -2.5499 -2.5562 -0.3612
C -1.9729 2.9655 0.8847
Cl -2.4931 4.2169 -0.2460
Cl -0.2461 2.6571 0.8330
H -2.3749 3.3807 1.8089
H -2.4268 2.0257 0.5704
C 2.8057 2.5862 -3.2031
Cl 3.1591 1.4484 -1.9118
Cl 3.7395 3.9737 -2.8170
H 3.1852 2.1619 -4.1326
H 1.7277 2.7309 -3.2754
C 0.7285 -0.9227 0.2011
Cl 0.5160 -2.3873 -0.7566
Cl -0.8212 -0.4148 0.8626
H 1.4569 -1.2398 0.9474
H 1.0940 -0.0860 -0.3942
C -2.5823 -0.4464 3.6597
Cl -3.7541 0.7426 4.0491
Cl -3.2279 -1.5450 2.4521
H -1.7207 0.1492 3.3578
H -2.2645 -1.0235 4.5281
*
```


[9]
Molecular formula: C7H12Cl2N2P
Method: DFT, ωB97M-V/def2-TZVPD

- structure (SMILES) = C/N=C(C)/C(C)=[N+](/C)C#P(Cl)Cl
- relative energy (zero: lowest compared OMol25 entry of this formula, charge and spin) (kcal per mole) = 114.7
- frontier orbital gap (eV) = 6.99

The geometry in ORCA input format:
```
! wB97M-V def2-TZVPD RIJCOSX def2/J DEFGRID3
* xyz 1 1
C -0.8217 2.7955 -0.6091
N -0.4629 1.4805 -0.3764
C 0.5623 0.8278 0.0010
C 1.8456 1.5769 0.4535
C 0.6382 -0.6145 0.0828
C 1.9434 -1.2684 0.3022
N -0.4676 -1.3316 -0.1919
C -0.3813 -2.7838 -0.2015
C -1.6272 -0.7641 -0.5340
P -3.2046 -0.7627 0.1225
Cl -4.2373 0.3276 -1.0896
Cl -3.2754 0.2269 1.8873
H -1.0152 2.8750 -1.7288
H -1.8270 2.9323 -0.0700
H -0.1805 3.5555 -0.2835
H 1.8536 1.9600 1.4496
H 2.5268 0.7929 0.5562
H 2.1396 2.2501 -0.3078
H 2.9560 -0.8637 -0.0392
H 2.0346 -1.4224 1.3684
H 1.9336 -2.2426 -0.1084
H -1.1835 -3.2567 -0.7105
H 0.5903 -3.1496 -0.7751
H -0.3398 -3.1411 0.8022
*
```


[10]
Molecular formula: C7H12Cl2O
Method: DFT, ωB97M-V/def2-TZVPD

- relative energy (zero: lowest compared OMol25 entry of this formula, charge and spin) (kcal per mole) = 138.4
- frontier orbital gap (spin up / spin down) (eV) = 7.12 / 7.54

The geometry in ORCA input format:
```
! wB97M-V def2-TZVPD RIJCOSX def2/J DEFGRID3
* xyz 0 1
C -0.2506 -0.1269 -0.1659
C -2.2679 0.0919 0.1825
C -2.7140 -1.3492 0.5434
C 1.8912 0.6189 -0.9568
C -0.2315 2.2771 -0.9309
C 1.0094 -1.6153 1.4313
C 0.5434 1.0289 -0.3034
O 0.0036 -1.2704 0.4534
Cl -3.3048 0.9507 -0.8193
Cl 1.1313 1.7603 1.5879
H -3.8232 -1.4093 0.5420
H -2.3088 -2.1431 -0.1324
H -2.3779 -1.6393 1.5294
H 1.9233 -0.5253 -0.9213
H 2.6396 1.2332 -0.3444
H 1.9467 1.0197 -1.9551
H -0.7415 2.9667 -0.0959
H -1.0271 1.9086 -1.5168
H 0.4691 2.8480 -1.5743
H 1.4830 -0.7422 1.8329
H 1.7585 -2.1702 0.8001
H 0.3739 -2.1342 2.1534
*
```


[11]
Molecular formula: C7H12Cl2O3PTb
Method: DFT, ωB97M-V/def2-TZVPD

- ⟨S²⟩ = 12.743
- frontier orbital gap (spin up / spin down) (eV) = 7.33 / 7.58

The geometry in ORCA input format:
```
! wB97M-V def2-TZVPD RIJCOSX def2/J DEFGRID3
* xyz 2 7
C 1.5378 3.5278 0.0265
C 0.8405 2.6820 1.0245
H 2.6118 3.3249 0.1006
H 1.3969 4.5950 0.2089
H 1.1574 3.2712 -0.9730
O 1.2192 1.5687 1.3645
Cl -0.6709 3.2982 1.5725
Tb -1.6226 -1.6095 1.7410
P -0.3525 -0.9739 -0.6152
C 0.8039 -2.2085 -1.2610
C -1.9928 -1.6398 -1.1413
H -0.7689 1.2264 -1.5154
H -0.2382 0.0634 -2.7747
H 0.9564 0.7693 -1.6393
C -0.0759 0.4040 -1.7399
H -2.8058 -0.9108 -1.0204
H -1.8673 -1.8508 -2.2046
H 0.6513 -2.3147 -2.3449
H 0.6604 -3.1817 -0.7723
H -2.2722 -2.5808 -0.6306
H 1.8369 -1.8788 -1.0748
C 0.8295 -1.6532 1.8840
O 1.9742 -1.6050 2.0257
Cl -3.4822 -2.9616 2.5488
O 0.1436 0.6120 3.9969
C -0.4704 0.0264 3.2135
*
```


| no. | energy (Eh) |
| --- | --- |
| 1 | -273.8345 |
| 2 | -273.8625 |
| 3 | -273.8596 |
| 4 | -273.8218 |
| 5 | -39974.0725 |
| 6 | -3617.1207 |
| 7 | -3635.9580 |
| 8 | -7636.9277 |
| 9 | -1644.7901 |
| 10 | -1269.3123 |
| 11 | -2585.2489 |